Here is a molecular structure, C20H31BNO2Pt from the Open Molecules 2025 dataset. Energies are from wB97M-V/def2-TZVPD.

Output
gap between HOMO and LUMO (alpha / beta)	7.53 / 4.25	eV
net charge	+1
⟨S²⟩	6.03
2S+1	5
E	-30734.694	eV

```
56
C20H31BNO2Pt (wB97M-V/def2-TZVPD)
O -0.83535 0.03132 -4.40499
C 0.54907 0.49821 -4.27385
C 0.20179 1.89756 -4.76659
H 1.25998 -0.02468 -4.93015
H 0.87218 0.42811 -3.23113
C -1.27045 1.39930 -4.60415
H 0.48457 2.04445 -5.82608
H 0.51969 2.71378 -4.12688
C -2.14312 1.59065 -5.82826
H -1.79181 1.03499 -6.69934
H -2.15410 2.66493 -6.06902
H -3.16238 1.25903 -5.60076
C -1.96403 1.92232 -3.35784
H -1.27789 2.06424 -2.51280
H -2.74191 1.19979 -3.04997
H -2.44208 2.88043 -3.57609
Pt 0.64898 -0.73136 0.32400
C 1.47052 1.88562 1.94973
C 2.42544 0.85125 1.83216
C 2.47160 0.41904 0.44105
H 3.10865 0.53705 2.61494
C 1.51122 1.28798 -0.28798
C 0.91912 2.17070 0.68032
H 0.26949 3.01698 0.46025
H 1.25304 2.43176 2.86457
H 3.27925 -0.13351 -0.04477
H 1.51641 1.42212 -1.37223
C -1.73136 -1.56670 1.45863
C -1.25378 -0.20823 1.27684
C -1.34405 0.08516 -0.16284
H -1.11671 0.55748 2.03618
C -1.86614 -1.11324 -0.80612
C -2.11582 -2.08507 0.19885
H -2.62003 -3.03707 0.04367
H -1.89176 -2.02067 2.43637
H -1.30319 1.09344 -0.55656
H -2.11634 -1.16281 -1.86303
O 0.39445 -1.46928 -6.20589
C -0.04884 -0.97138 -7.49886
C 0.58320 -1.78338 -8.64797
H 0.21947 0.10040 -7.57349
H -1.14939 -1.03022 -7.52606
C 1.51912 -2.78901 -7.94230
H 1.12455 -1.13153 -9.34220
H -0.19296 -2.30742 -9.21644
C 1.25083 -2.59776 -6.43785
H 2.57218 -2.59391 -8.15867
H 1.29332 -3.81486 -8.24494
H 2.16124 -2.40182 -5.85674
H 0.75481 -3.48233 -6.00965
B 0.60354 0.05718 4.77103
C 0.72215 -0.64687 3.40820
N 0.84444 -1.14182 2.34440
H 1.72215 0.26224 5.22911
H -0.00502 -0.68877 5.52181
H 0.01498 1.12849 4.67135
```

***

Here is a molecular structure, C20H31BNO2Tl from the Open Molecules 2025 dataset. Energies are from wB97M-V/def2-TZVPD.

Output
gap between HOMO and LUMO (alpha / beta)	4.47 / 4.02	eV
net charge	0
E	-32189.987	eV

```
56
C20H31BNO2Tl (wB97M-V/def2-TZVPD)
O 3.28322 -0.95559 -2.87183
C 4.64317 -1.00432 -2.38318
C 5.24950 -0.65017 -3.74894
H 4.91006 -1.99056 -1.99351
H 4.77133 -0.23281 -1.61338
C 3.75415 -0.48978 -4.18357
H 5.81506 -1.47165 -4.20328
H 5.81587 0.28579 -3.70612
C 3.14810 -1.41019 -5.23751
H 3.29774 -2.46794 -4.98311
H 3.55662 -1.26065 -6.24520
H 2.06708 -1.17092 -5.27610
C 3.33779 0.96336 -4.40474
H 3.67101 1.61035 -3.57686
H 2.23618 1.00605 -4.47702
H 3.75996 1.38261 -5.33349
Tl -0.79745 -1.58431 3.05943
C -2.64633 2.01515 2.97060
C -1.81819 1.50860 4.00371
C -0.48108 1.45418 3.51761
H -2.12233 1.22753 5.01292
C -0.48532 1.92029 2.16640
C -1.82769 2.26159 1.83642
H -2.17059 2.64050 0.87349
H -3.72704 2.15866 3.02618
H 0.38527 1.13166 4.09481
H 0.37651 2.01396 1.52020
C -4.59725 -0.79903 1.70301
C -4.14986 0.32127 0.96025
C -3.01036 -0.06458 0.20444
H -4.59825 1.31814 0.97983
C -2.76339 -1.44340 0.45908
C -3.75705 -1.90666 1.37493
H -3.85129 -2.92332 1.74005
H -5.42492 -0.79720 2.40781
H -2.41676 0.58721 -0.43306
H -1.97050 -2.03909 0.00822
O -0.02911 -0.50715 -0.50061
C 0.37467 0.57956 -1.35234
C 1.87225 0.86581 -1.10830
H -0.22863 1.46959 -1.10167
H 0.13511 0.26780 -2.38258
C 2.33769 -0.43100 -0.41218
H 2.03123 1.70219 -0.39499
H 2.47850 1.09229 -2.01620
C 1.11760 -0.84552 0.37386
H 3.27123 -0.33720 0.15131
H 2.45282 -1.20361 -1.16812
H 1.13489 -0.26451 1.32885
H 1.07379 -1.92163 0.62559
B -5.37322 -0.07322 5.24586
C -3.97843 -0.58769 4.78365
N -2.93110 -1.03974 4.50744
H -6.22838 -0.84391 4.82992
H -5.59562 1.06486 4.87639
H -5.37827 -0.13166 6.46564
```

***

Here is a molecular structure, C20H31Br2ClFGeN3O5SeZn from the Open Molecules 2025 dataset. Energies are from wB97M-V/def2-TZVPD.

Output
gap between HOMO and LUMO	6.71	eV
net charge	0
E	-361550.256	eV

```
66
C20H31Br2ClFGeN3O5SeZn (wB97M-V/def2-TZVPD)
Zn 0.51567 0.22920 -0.08576
Br -1.07327 -3.24135 3.31550
C 0.59740 -2.36345 3.16489
C 1.61312 -2.70271 4.07209
C 2.82076 -2.07053 4.03924
Br 4.15467 -2.56311 5.29878
C 3.07703 -1.06411 3.08308
C 4.27006 -0.31354 2.98796
C 4.40213 0.64256 2.02289
C 3.35501 0.84826 1.11381
N 2.23423 0.16752 1.17223
C 2.06048 -0.76703 2.14921
C 0.75753 -1.40067 2.17287
O -0.14994 -1.03282 1.33265
H 1.42892 -3.47423 4.80542
H 5.07005 -0.50411 3.69067
H 5.30255 1.23699 1.94405
H 3.43442 1.58373 0.32267
C 1.53653 -0.96677 -5.22049
Ge 3.15176 -0.80281 -4.14764
C 3.37583 -2.27708 -2.89868
C 4.66617 -0.76689 -5.39904
C 3.34799 0.93171 -3.24565
Se 1.98401 1.63065 -2.04741
C 0.52750 1.78501 -3.30859
H 1.65143 -1.83227 -5.87848
H 1.38979 -0.07821 -5.83985
H 0.64708 -1.12215 -4.60524
H 3.62005 -3.18513 -3.45567
H 2.45339 -2.45565 -2.34109
H 4.18623 -2.07032 -2.19586
H 4.71056 -1.69006 -5.98377
H 5.61604 -0.65208 -4.86868
H 4.55785 0.07078 -6.09430
H 3.52571 1.69472 -4.00355
H 4.24726 0.87461 -2.62908
H 0.17320 0.79757 -3.59978
H 0.86062 2.35147 -4.17443
H -0.25764 2.32545 -2.78269
C -4.23156 1.77636 1.27262
C -2.70198 1.53093 1.12878
N -2.47469 0.33890 0.33033
C -2.96161 0.52707 -1.03027
C -4.48327 0.83736 -1.00242
N -4.93068 0.73435 0.43490
C -4.63786 -0.64218 0.97735
C -3.09469 -0.82578 0.95524
H -4.53701 2.75302 0.90395
H -4.58575 1.65785 2.29510
H -2.23897 1.39152 2.10572
H -2.20255 2.36719 0.64483
H -2.76530 -0.37796 -1.59984
H -2.40792 1.34832 -1.48354
H -5.06672 0.12540 -1.58229
H -4.71728 1.84449 -1.34092
H -5.92964 0.89672 0.47719
H -5.15600 -1.36057 0.34278
H -5.05509 -0.69365 1.98087
H -2.81331 -1.71234 0.40236
H -2.70112 -0.92797 1.96464
O -1.59890 -2.37162 -1.18436
Cl -0.59092 -2.13687 -2.18541
O -1.19998 -1.67528 -3.40920
O 0.20607 -3.30538 -2.40119
O 0.32120 -1.04735 -1.72329
F -0.27953 1.94004 -0.15764
```

***

Here is a molecular structure, C20H31Cl2FGdINO4 from the Open Molecules 2025 dataset. Energies are from wB97M-V/def2-TZVPD.

Output
gap between HOMO and LUMO (alpha / beta)	4.65 / 3.39	eV
net charge	+3
⟨S²⟩	15.78
2S+1	8
E	-87579.431	eV

```
61
C20H31Cl2FGdINO4 (wB97M-V/def2-TZVPD)
C 6.45472 1.67065 1.18797
C 5.36031 0.66023 0.44408
O 4.12503 1.35822 0.47298
C 3.10178 0.69804 -0.39344
C 1.93794 0.12522 0.55492
C 0.52881 0.89024 0.41299
O -0.06525 1.47069 1.63081
C -1.15984 0.66176 2.10096
O -1.78596 0.95505 3.11747
C -1.30349 -0.62978 1.09902
C -2.78057 -1.18215 1.24917
C -3.61964 -1.57975 -0.03842
C -5.15057 -1.84047 0.49582
N -6.04350 -0.64828 0.60255
O -5.57694 -2.95989 0.84875
C -0.36814 -1.67760 1.87738
Cl 0.59312 -1.10820 3.35464
C -0.17845 -3.04029 1.58277
C 0.79903 -3.98495 2.45877
Cl -1.05624 -3.83219 0.22217
C -0.75386 0.15332 -0.20510
C -1.89664 1.17247 -0.68838
C -1.50772 2.69067 -0.91155
C -2.54504 3.34012 -1.98567
F -1.68631 3.49397 0.28823
C -0.37254 -0.91085 -1.33346
C -0.16418 -0.39958 -2.82415
C 0.42240 1.04694 -3.07478
I 1.24210 -1.82556 -3.77936
H 6.33449 1.52499 2.31701
H 6.16952 2.76874 0.98385
H 7.51205 1.42662 0.78310
H 5.23989 -0.27890 1.12982
H 5.75511 0.42531 -0.62514
H 3.62939 -0.19092 -0.87965
H 2.76964 1.50080 -1.12393
H 2.28961 0.34410 1.63452
H 1.88040 -1.00822 0.48702
H 0.90168 1.86220 -0.08599
H -2.72857 -2.12317 1.91422
H -3.44510 -0.45660 1.85676
H -3.33269 -2.54745 -0.56171
H -3.74175 -0.78852 -0.84479
H -5.54218 0.11416 1.10906
H -6.24795 -0.26407 -0.33406
H 0.56868 -5.08466 2.20973
H 1.89706 -3.73907 2.31112
H 0.47625 -3.84336 3.54507
H -2.32835 0.78807 -1.68819
H -2.81973 1.20494 0.00746
H -0.47622 2.91121 -1.31695
H -2.05986 4.14159 -2.63127
H -3.05814 2.55987 -2.63473
H -3.37170 3.83473 -1.35898
H -1.25558 -1.65414 -1.38666
H 0.52997 -1.57707 -1.06902
H -1.13887 -0.53671 -3.41402
H 1.13062 1.02920 -3.96666
H -0.45089 1.73548 -3.38708
H 0.93475 1.56345 -2.20618
Gd 7.42809 -0.41065 0.45915
```

***

Here is 4 unconnected molecules or ions with the total composition C20H31FN2O11PS from the Open Molecules 2025 dataset. Energies are from wB97M-V/def2-TZVPD.

Output
gap between HOMO and LUMO	6.91	eV
net charge	+1
E	-69580.199	eV

```
67
C20H31FN2O11PS (wB97M-V/def2-TZVPD)
O -4.61348 4.01715 0.53695
C -4.79730 2.89374 0.67851
N -4.83127 1.65991 0.78439
C -3.78129 0.99587 0.13228
C -3.38682 1.29326 -1.17071
N -2.38216 0.62524 -1.75217
C -1.90920 0.93785 -3.12757
C -2.27356 2.36234 -3.53421
O -1.83157 3.28859 -2.95418
F -3.13020 2.52636 -4.53344
C -1.74009 -0.37327 -1.12774
C -2.08480 -0.76093 0.15569
C -3.10683 -0.05086 0.79930
P -3.65577 -0.38984 2.52791
S -3.02445 1.06586 3.65200
H -3.91763 2.07912 -1.69919
H -2.28036 0.17033 -3.81086
H -0.81922 0.90438 -3.07716
H -0.93231 -0.88717 -1.63953
H -1.57672 -1.58373 0.64288
H -3.13348 -1.64010 2.92529
H -5.06308 -0.52910 2.51313
C 3.58358 -5.17335 -0.15026
C 2.37287 -4.90963 -1.01915
O 2.07615 -3.50169 -1.08906
C 2.82151 -2.80619 -1.94695
O 3.68572 -3.23997 -2.65705
O 2.45080 -1.52191 -1.87323
C 3.22570 -0.64614 -2.70462
H 3.45499 -4.71823 0.83269
H 3.73825 -6.24462 -0.02633
H 4.48288 -4.74414 -0.59147
H 1.49289 -5.38046 -0.58384
H 2.50076 -5.32068 -2.02002
H 3.24808 -0.99862 -3.73376
H 4.23723 -0.55461 -2.31383
H 2.74699 0.32968 -2.67453
C 6.48215 -3.04919 -4.62813
C 7.21128 -2.52541 -3.41035
O 8.53801 -2.09477 -3.73847
C 8.62148 -0.88217 -4.28404
O 7.69991 -0.13683 -4.50118
O 9.90219 -0.63869 -4.55576
C 10.13854 0.61359 -5.20298
H 7.06740 -3.82742 -5.12015
H 5.51422 -3.45920 -4.34383
H 6.32047 -2.25645 -5.35933
H 7.32500 -3.32165 -2.67629
H 6.65823 -1.71771 -2.93045
H 9.68947 1.43388 -4.64694
H 9.75155 0.58866 -6.22072
H 11.21501 0.75593 -5.23599
C -5.93412 4.85761 5.23581
C -6.54462 3.48305 5.05770
O -6.38286 2.68601 6.23484
C -7.26232 2.92997 7.21104
O -8.15737 3.73130 7.17085
O -6.96732 2.13599 8.23851
C -7.79752 2.33179 9.38725
H -4.89395 4.77384 5.55404
H -5.97510 5.42070 4.30250
H -6.46322 5.42276 6.00228
H -6.02694 2.95068 4.25850
H -7.59724 3.54660 4.78013
H -8.85136 2.26736 9.12527
H -7.57948 3.29427 9.84737
H -7.55829 1.53941 10.09084
```

***

Here is a molecular structure, C20H31FeIN4O3Si from the Open Molecules 2025 dataset. Energies are from wB97M-V/def2-TZVPD.

Output
gap between HOMO and LUMO (alpha / beta)	7.67 / 7.70	eV
net charge	0
⟨S²⟩	6.01
2S+1	5
E	-83714.609	eV

```
61
C20H31FeIN4O3Si (wB97M-V/def2-TZVPD)
Fe -0.84890 0.21303 0.22796
C -1.75742 4.45240 -1.62150
C -0.33926 4.07803 -1.34742
N 0.57320 4.87713 -1.83618
C 1.90498 4.59077 -1.51596
C 2.33630 3.61391 -0.67074
C 3.76455 3.30589 -0.43571
O 4.02945 1.97597 -0.91181
C 1.32691 2.79111 -0.12594
C 1.68944 1.73693 0.82170
N 0.93918 0.74489 1.15135
C 1.49482 -0.20813 2.04283
C 2.75729 -0.76316 1.85652
C 3.29018 -1.72455 2.70136
C 2.49239 -2.26089 3.74084
C 1.25825 -1.72140 3.98781
C 0.75744 -0.72070 3.12980
I -1.14266 0.09897 3.46701
C -0.00774 2.98445 -0.47251
O -1.01057 2.26252 -0.06969
H -1.81903 5.53316 -1.82293
H -2.23546 3.96790 -2.52627
H -2.43739 4.13277 -0.82700
H 2.64423 5.21651 -2.08105
H 4.48055 4.03762 -0.92246
H 4.07303 3.37942 0.65904
H 4.73878 1.90937 -1.57124
H 2.73999 1.87750 1.35549
H 3.34517 -0.33752 1.04845
H 4.34444 -1.99976 2.62387
H 2.80969 -3.00847 4.46229
H 0.71070 -2.02315 4.86993
N -0.07103 -0.08568 -1.93469
C -1.23502 -0.69136 -2.57593
C -2.49433 0.18363 -2.60075
C -3.50799 -0.12004 -1.50107
N -3.09289 0.61202 -0.29708
H 0.17989 0.77800 -2.35924
H 0.75794 -0.67905 -1.92131
H -1.45667 -1.61308 -2.06811
H -0.99319 -0.85972 -3.63015
H -3.00123 0.03624 -3.56556
H -2.17852 1.26461 -2.48157
H -3.43491 -1.16679 -1.25478
H -4.52933 0.11309 -1.70742
H -3.71401 0.22561 0.39780
H -3.32901 1.60995 -0.38449
C -2.18781 -4.14674 -0.60153
Si -1.11002 -3.19072 0.53404
C 0.68500 -3.65744 0.23467
C -1.61990 -3.79624 2.23221
O -1.41175 -1.62318 0.27767
H -1.97674 -5.21795 -0.35024
H -1.85618 -4.06496 -1.63329
H -3.24681 -3.98297 -0.50561
H 0.94791 -4.71205 0.27652
H 1.33619 -3.21819 1.00893
H 0.93677 -3.22207 -0.72843
H -1.56736 -4.88483 2.33203
H -2.68434 -3.57367 2.35505
H -1.04725 -3.32887 3.06450
```

***

Question: Among the records above, which one has the highest net charge?
Answer: C20H31Cl2FGdINO4